No. 1
Molecular formula: C18H17GaN2O11
Method: DFT, wB97M-V/def2-TZVPD

As for the electronic energy: -3557.9960 Ha. Its lowest unoccupied orbital energy is -0.00876 Ha. The calculation puts the highest occupied orbital energy at -9.17 eV. As for the spin multiplicity: 1. The energy above the lowest of the compared OMol25 structures with the same formula, charge and spin is 0.0 kcal/mol.

XYZ file:
```
49
Properties=species:S:1:pos:R:3:forces:R:3:mulliken_charge:R:1
Ga -0.736609 0.022985 -0.371758 -0.2 0.3 0.1 1.8547
C -0.831034 2.785329 1.403187 0.0 0.0 0.2 -0.8129
O -0.767294 2.201525 0.106922 0.1 -0.2 -0.2 -0.1255
C -1.624130 2.793335 -0.863916 -0.2 0.0 -0.2 -0.8830
C -2.939645 2.045012 -0.873584 0.1 0.2 0.1 -0.4131
O -2.605886 0.688739 -1.149587 0.3 -0.1 0.1 -0.0741
C -3.729030 -0.195178 -1.223589 -0.1 -0.2 0.0 -0.8620
H -0.641219 3.857014 1.329653 0.0 0.0 -0.1 0.3474
H -0.044209 2.330138 1.998305 0.0 0.0 0.0 0.1974
H -1.795341 2.612288 1.886740 0.0 0.0 -0.1 0.3445
H -1.122032 2.661603 -1.823052 0.0 0.1 0.0 0.2010
H -1.773588 3.854237 -0.660546 0.0 0.0 0.0 0.6001
H -3.599918 2.433244 -1.652643 0.0 0.0 0.0 0.4910
H -3.443202 2.110969 0.097087 0.0 0.0 0.0 0.3335
H -4.372649 0.112036 -2.048691 0.0 0.0 0.0 0.2923
H -4.287209 -0.185903 -0.285280 0.0 0.1 0.0 0.3194
H -3.337014 -1.192346 -1.404605 0.0 0.0 0.0 0.3179
O -0.774154 -3.309023 -2.467782 0.0 0.1 -0.1 -0.6607
C -0.384340 -2.271368 -1.989887 0.0 -0.1 0.2 0.1595
O -0.999764 -1.697427 -0.970244 -0.2 -0.2 0.0 -0.5060
C 0.882303 -1.620268 -2.490953 0.0 0.2 0.0 0.7230
C 1.788253 -2.433279 -3.133798 0.2 -0.2 -0.1 -0.4744
C 2.983318 -1.914758 -3.611569 -0.4 0.2 0.2 -0.4897
C 3.294522 -0.584850 -3.433203 0.1 0.1 -0.1 -0.2043
C 2.388512 0.254083 -2.810570 -0.3 -0.4 0.2 -0.5445
C 1.135082 -0.229837 -2.341530 0.2 0.1 -0.2 0.4486
O 0.245180 0.582209 -1.832464 0.1 0.2 0.1 -0.6005
N 2.817707 1.642268 -2.618623 0.1 0.4 -0.4 1.0476
O 3.979929 1.899283 -2.893994 -0.2 -0.1 0.2 -0.6570
O 2.017433 2.479373 -2.248202 0.0 -0.2 0.1 -0.5925
N 3.926081 -2.784681 -4.305119 0.3 -0.2 0.0 1.0474
O 3.626312 -3.957827 -4.427143 0.0 0.2 0.0 -0.6255
O 4.961105 -2.288433 -4.711764 -0.1 0.0 0.0 -0.6285
H 1.559709 -3.480984 -3.268345 0.0 0.0 0.0 0.6073
H 4.238432 -0.189852 -3.774469 0.0 0.0 0.0 0.6491
O -1.559538 -0.209385 1.469088 0.1 0.0 -0.3 -0.7059
C -0.378784 -0.264694 1.937154 0.2 -0.1 0.5 0.1786
O 0.593682 -0.103045 1.139623 -0.2 0.0 -0.2 -0.6503
C -0.141622 -0.491254 3.379103 -0.1 -0.1 0.0 0.5595
C -1.052681 -1.249394 4.108224 0.0 0.1 0.0 -0.2705
C -0.820230 -1.495087 5.451021 -0.1 0.0 0.0 -0.6601
C 0.302817 -0.963768 6.069474 0.0 0.0 0.0 -0.3556
C 1.204751 -0.198816 5.342344 0.1 0.0 0.0 -0.7504
C 0.994073 0.028138 3.992691 0.0 -0.1 -0.1 -0.2859
H -1.926291 -1.645699 3.607977 0.0 0.0 0.0 0.4587
H -1.516167 -2.102773 6.014394 0.0 0.0 0.0 0.3991
H 0.478685 -1.147961 7.121330 0.0 0.0 0.0 0.3877
H 2.082540 0.212705 5.823198 0.0 0.0 0.0 0.3966
H 1.703152 0.601374 3.409397 0.0 0.0 0.0 0.4710
```
Positions in Å, forces in eV/Å.



No. 2
Molecular formula: C18H17IIrN2PS4Sb
Method: DFT, wB97M-V/def2-TZVPD

As for the electronic energy: -3382.0690 Ha. Its lowest unoccupied orbital energy (alpha / beta) is -0.05588 / -0.07495 Ha. The calculation puts the highest occupied orbital energy (alpha / beta) at -7.28 / -7.29 eV. As for the spin multiplicity: 2. The energy above the lowest of the compared OMol25 structures with the same formula, charge and spin is 2.1 kcal/mol.

XYZ file:
```
45
Properties=species:S:1:pos:R:3:forces:R:3:lowdin_spin:R:1
Ir 0.337486 -0.509666 0.774680 -1.8 1.4 -1.4 0.4209
N -1.659014 -1.899666 -1.230896 0.1 0.0 0.0 0.0076
P -1.857487 -1.067661 0.230986 -0.1 -0.6 0.4 0.0736
C -2.894240 -2.135033 1.243839 0.0 0.0 0.1 0.0233
C -4.137715 -2.531423 0.749700 0.0 0.0 0.0 0.0045
C -4.968484 -3.323306 1.522930 0.0 0.0 0.0 0.0016
C -4.570800 -3.703360 2.799333 0.0 0.0 0.0 -0.0006
C -3.339305 -3.305325 3.295464 0.0 0.0 0.0 -0.0001
C -2.495536 -2.524497 2.517078 0.0 0.0 0.0 0.0019
C -2.895775 0.338657 -0.157219 0.1 0.2 -0.1 -0.0023
C -2.867698 0.898831 -1.432935 0.0 0.0 0.0 -0.0001
C -3.679747 1.983333 -1.722026 0.0 0.0 0.0 0.0000
C -4.500686 2.513748 -0.738162 0.0 0.0 0.0 0.0002
C -4.498367 1.979720 0.542355 0.0 0.0 0.0 -0.0003
C -3.689052 0.899371 0.841689 -0.1 0.0 0.0 -0.0002
C -0.461413 -1.846674 -1.904354 0.0 0.0 0.0 0.0007
C -0.284310 -2.503757 -3.124426 0.0 0.0 0.0 0.0003
C 0.932007 -2.408716 -3.756006 0.0 0.0 -0.1 0.0002
C 1.957816 -1.665166 -3.175975 0.0 0.0 0.0 0.0001
C 1.710674 -1.058347 -1.970387 -0.1 0.0 -0.1 0.0006
N 0.523561 -1.137464 -1.339312 0.9 -0.6 0.2 0.0047
H -2.408840 -2.427935 -1.645771 0.0 0.0 -0.1 0.0009
H -4.472094 -2.200775 -0.228226 0.0 0.0 0.0 0.0002
H -5.931012 -3.632871 1.137734 0.0 0.0 0.0 0.0003
H -5.231826 -4.303499 3.410921 0.0 0.0 0.0 0.0000
H -3.030919 -3.599658 4.289642 0.0 0.0 0.0 0.0000
H -1.537319 -2.206626 2.904559 0.0 0.0 0.0 0.0008
H -2.214307 0.496180 -2.197286 0.0 0.0 0.0 0.0002
H -3.662008 2.419519 -2.711827 0.0 0.0 0.0 0.0000
H -5.136337 3.359555 -0.965400 0.0 0.0 0.0 0.0000
H -5.112730 2.418420 1.316508 0.0 0.0 0.0 0.0000
H -3.666883 0.495003 1.845337 0.0 0.0 0.0 -0.0001
H -1.098975 -3.074177 -3.549547 0.0 0.0 0.0 0.0001
H 1.087339 -2.908967 -4.702932 0.0 0.0 0.0 0.0000
H 2.923240 -1.562661 -3.648349 0.0 0.0 0.0 0.0000
H 2.464419 -0.467103 -1.467622 0.0 0.0 0.0 0.0002
S -1.420341 3.742533 1.019448 0.0 -0.1 -0.2 0.0056
Sb 0.234963 2.597683 1.997606 -0.1 0.9 0.6 0.0116
S 1.475005 1.341054 0.290690 0.3 -0.1 -0.1 0.2858
S -0.546004 0.403996 2.668294 0.1 -0.2 0.5 0.0084
S 1.567409 3.507949 3.527013 0.2 0.0 0.1 0.0146
I 0.754847 -3.720245 0.951985 0.1 -0.3 0.1 0.1047
C 1.604375 -1.843874 1.522467 0.2 -0.7 -0.1 0.0271
H 2.590782 -1.797781 1.070672 0.1 0.0 0.1 0.0033
H 1.628352 -1.838366 2.606746 0.1 0.1 0.0 -0.0004
```
Positions in Å, forces in eV/Å.



No. 3
Molecular formula: C18H17N3O6S
Method: DFT, wB97M-V/def2-TZVPD

As for the electronic energy: -1710.1146 Ha. Its lowest unoccupied orbital energy is 0.00886 Ha. The calculation puts the highest occupied orbital energy at -8.14 eV. As for the spin multiplicity: 1. The energy above the lowest of the compared OMol25 structures with the same formula, charge and spin is 0.0 kcal/mol.

XYZ file:
```
45
Properties=species:S:1:pos:R:3:forces:R:3:mulliken_charge:R:1
C 0.407714 3.036667 -0.841510 0.0 -0.1 -0.4 -0.9491
C 0.438112 3.255907 -2.346908 -0.2 0.4 0.3 -0.4335
O 0.571076 2.020958 -3.052705 0.4 -0.1 -0.1 -0.3306
C -0.539730 1.302641 -3.244514 -0.1 0.0 -0.2 0.3774
O -1.630034 1.626706 -2.858876 -0.1 0.0 0.0 -0.5746
C -0.218642 0.055319 -4.040942 -0.2 0.0 -0.1 -0.6705
C -1.097294 -1.128835 -3.664184 0.2 0.2 0.2 1.0776
O -1.761567 -1.722097 -4.504768 -0.1 0.0 -0.2 -0.7592
C -1.087059 -1.533173 -2.295994 -0.1 -0.3 0.4 0.0648
S -0.143694 -0.744049 -1.032566 -0.1 -0.3 0.2 0.0476
C -0.755584 -1.836294 0.147250 -0.3 -0.3 -0.8 0.7469
C -1.629470 -2.766182 -0.381188 0.2 0.3 0.1 -0.2329
C -1.833489 -2.598984 -1.786020 0.3 0.3 -0.1 -0.9590
N -2.632058 -3.382891 -2.506923 -0.2 -0.2 -0.1 -0.2886
C -2.215222 -3.779455 0.459328 0.3 0.3 0.0 0.8044
O -2.996228 -4.640944 0.114070 -0.2 -0.2 -0.1 -0.6989
N -1.775649 -3.687048 1.776959 -0.2 -0.4 0.2 -0.0244
C -0.911498 -2.773958 2.340484 -0.1 0.0 0.1 0.3786
O -0.621067 -2.795782 3.508926 0.0 0.0 0.2 -0.6058
N -0.405562 -1.819730 1.460725 0.1 0.1 0.1 0.3224
C 0.456518 -0.801814 1.969838 0.1 0.4 0.1 -1.1683
C 0.063425 0.523912 1.898896 0.0 -0.4 0.1 -0.0670
C 0.891840 1.523128 2.376633 0.3 0.3 0.1 -0.6017
C 2.122741 1.196210 2.938946 -0.1 -0.2 -0.1 0.9768
O 3.012765 2.091411 3.429880 0.1 -0.3 0.0 -0.4593
C 2.689621 3.462075 3.390575 0.0 0.2 0.0 -0.7955
C 2.501707 -0.147220 3.018880 0.0 0.2 0.0 -0.8229
C 1.677662 -1.139864 2.538792 0.0 0.2 -0.1 -0.3068
H 1.282780 2.474244 -0.524217 0.1 0.0 0.1 0.3164
H -0.484069 2.478612 -0.569932 -0.1 0.0 0.1 0.2590
H 0.392064 3.998462 -0.336503 0.0 0.1 0.1 0.4406
H -0.479919 3.754593 -2.674630 0.2 0.0 0.0 0.3386
H 1.308622 3.844319 -2.643576 -0.1 -0.1 0.0 0.3388
H -0.385600 0.274205 -5.098437 0.0 0.0 0.1 0.3642
H 0.834202 -0.191619 -3.894049 0.0 0.0 -0.1 0.3694
H -3.141261 -4.116530 -2.038496 0.0 0.0 -0.1 0.1807
H -2.729165 -3.173408 -3.491584 0.0 0.0 0.1 0.2520
H -2.147596 -4.374617 2.423586 0.1 0.1 -0.1 0.2574
H -0.896083 0.779999 1.475889 -0.1 0.0 0.0 0.6148
H 0.561185 2.546682 2.311640 0.0 0.1 0.0 0.4238
H 3.540231 3.976478 3.834311 -0.1 0.0 0.0 0.2502
H 1.790748 3.679320 3.975451 0.0 0.0 0.0 0.3300
H 2.550875 3.812019 2.362781 0.0 0.0 0.0 0.3114
H 3.453504 -0.384201 3.465730 0.1 0.0 0.1 0.4372
H 1.970145 -2.175172 2.608950 0.0 -0.1 0.0 0.4678
```
Positions in Å, forces in eV/Å.